No. 1
8
Properties=species:S:1:pos:R:3:forces:R:3 method="wB97M-V/def2-TZVPD" energy_ev=-64541.52721 total_charge=+1 orbital_gap_ev=5.53 homo_ev=-14.5
Zn 33.133 -8.716 -25.470 1.8 -0.1 7.3
Cl 32.705 -8.745 -27.238 -1.6 -2.7 -6.5
C 32.464 -6.144 -27.804 0.0 0.9 1.9
C 31.254 -5.584 -28.375 -1.3 0.7 -1.7
N 30.323 -5.141 -28.917 1.6 -0.9 1.2
H 32.213 -6.551 -26.824 -0.8 0.1 -0.2
H 33.113 -5.380 -27.374 0.5 0.5 -1.1
H 32.988 -6.974 -28.276 -0.2 1.5 -0.9



No. 2
119
Properties=species:S:1:pos:R:3:forces:R:3 method="wB97M-V/def2-TZVPD" energy_ev=-214080.69049 multiplicity=2 relative_energy_kcal_mol=0.4 total_charge=-1 orbital_gap_ev="5.91 / 5.53" homo_ev="-3.9 / -3.9"
Cs 2.404 0.548 1.122 0.3 0.6 -0.3
C -1.452 0.528 5.658 -0.1 -0.1 0.0
C -0.220 0.767 4.789 0.0 0.0 0.1
C 0.932 -0.122 5.268 0.0 -0.1 0.0
P -0.363 0.598 2.946 -0.3 0.1 -0.1
C -0.870 -1.171 2.762 0.0 0.0 0.0
N -1.349 -1.507 1.433 -0.2 -0.4 0.1
Ge -0.504 -0.770 -0.336 0.5 0.2 0.3
N -1.792 0.372 -1.317 -0.1 0.2 0.0
C -1.329 1.415 -2.202 0.0 0.0 -0.2
P 0.364 2.082 -1.816 0.0 -0.3 0.0
C 0.633 3.171 -3.299 0.0 0.2 -0.1
C 1.272 2.334 -4.406 -0.1 -0.1 -0.1
C -0.563 3.940 -3.861 -0.1 0.0 0.0
C 0.032 3.255 -0.410 -0.2 0.0 0.1
C -1.360 3.872 -0.296 0.0 0.0 0.0
C 1.097 4.342 -0.399 0.2 0.2 0.0
C -3.108 0.302 -0.960 -0.2 -0.2 0.1
C -4.071 1.316 -0.938 0.1 0.1 0.0
C -5.341 1.069 -0.427 -0.1 0.1 0.0
C -5.704 -0.172 0.064 0.1 -0.1 0.0
C -4.779 -1.218 -0.009 -0.1 0.1 0.0
C -3.535 -0.977 -0.532 0.2 -0.1 0.0
N -2.545 -1.991 -0.768 -0.5 -0.4 -0.2
C -2.527 -3.093 0.144 0.1 0.3 0.0
C -3.040 -4.337 -0.119 0.0 -0.2 0.1
C -2.966 -5.334 0.859 0.0 0.0 -0.1
C -2.378 -5.031 2.071 0.1 0.0 0.2
C -1.840 -3.773 2.333 0.0 0.0 0.0
C -1.882 -2.767 1.356 -0.1 0.0 0.0
C -2.434 -2.365 -2.150 0.2 0.1 0.1
C -3.515 -2.580 -2.970 0.1 0.0 0.0
C -3.317 -3.013 -4.282 -0.1 0.0 0.1
C -2.025 -3.224 -4.723 0.1 0.0 -0.1
C -0.926 -2.983 -3.903 0.0 0.0 0.0
C -1.103 -2.518 -2.591 -0.1 0.0 0.0
N -0.109 -2.178 -1.709 -0.2 -0.1 -0.1
C 1.226 -2.375 -2.216 0.2 -0.1 0.0
P 2.635 -1.847 -1.126 -0.2 -0.2 -0.2
C 2.920 -3.411 -0.161 -0.1 -0.1 -0.1
C 3.951 -3.221 0.952 0.1 0.0 0.1
C 1.597 -3.851 0.475 -0.1 0.0 0.1
C 3.920 -1.833 -2.460 0.1 -0.3 -0.1
C 5.336 -1.999 -1.921 0.1 0.0 0.0
C 3.803 -0.523 -3.232 0.0 0.2 0.0
C -1.898 1.511 2.447 -0.2 0.0 0.0
C -3.245 0.842 2.711 0.0 0.0 0.0
C -1.849 2.932 3.000 0.0 0.1 0.1
H -1.178 0.617 6.713 0.0 0.0 0.0
H -1.856 -0.477 5.517 0.0 0.0 0.0
H -2.256 1.235 5.464 0.0 0.0 0.0
H 0.098 1.808 4.921 0.0 0.0 0.0
H 0.658 -1.178 5.203 0.0 0.0 0.0
H 1.151 0.084 6.318 0.0 0.0 0.0
H 1.853 0.033 4.703 0.0 0.0 0.0
H -1.672 -1.386 3.484 0.0 0.1 0.0
H -0.019 -1.790 3.091 0.1 0.0 -0.1
H -2.040 2.243 -2.263 0.0 0.0 0.1
H -1.252 1.027 -3.232 0.0 0.0 0.0
H 1.386 3.891 -2.965 0.0 0.0 0.0
H 0.605 1.528 -4.728 0.0 0.0 0.0
H 2.207 1.877 -4.087 0.0 0.0 0.1
H 1.473 2.953 -5.284 0.0 0.0 0.0
H -1.329 3.256 -4.235 0.0 0.0 0.0
H -0.253 4.562 -4.705 0.0 0.0 0.0
H -1.036 4.590 -3.127 0.0 0.0 0.0
H 0.183 2.621 0.478 -0.1 0.1 0.0
H -1.622 4.440 -1.189 0.0 0.0 0.0
H -1.399 4.564 0.548 0.0 0.0 0.0
H -2.132 3.119 -0.139 0.0 0.0 0.0
H 0.871 5.128 -1.124 -0.1 0.0 0.0
H 2.088 3.958 -0.661 0.0 0.0 0.0
H 1.141 4.818 0.586 0.0 0.0 0.0
H -3.832 2.311 -1.292 0.0 0.0 0.0
H -6.057 1.883 -0.407 0.0 0.0 0.0
H -6.690 -0.337 0.477 0.0 0.0 0.0
H -5.024 -2.221 0.320 0.0 0.0 0.0
H -3.495 -4.538 -1.081 0.0 0.0 0.0
H -3.366 -6.321 0.668 0.0 0.0 0.0
H -2.313 -5.787 2.845 0.0 0.0 0.0
H -1.367 -3.593 3.288 0.0 0.0 0.0
H -4.508 -2.406 -2.573 0.0 0.0 0.0
H -4.164 -3.186 -4.933 0.0 0.0 0.0
H -1.849 -3.575 -5.733 0.0 0.0 0.0
H 0.067 -3.145 -4.295 0.0 0.0 0.0
H 1.385 -1.850 -3.170 0.0 0.1 0.0
H 1.391 -3.443 -2.445 0.0 0.0 0.0
H 3.257 -4.200 -0.849 0.0 0.1 0.0
H 3.668 -2.410 1.628 0.0 0.0 0.0
H 4.954 -2.999 0.595 0.0 0.0 -0.1
H 4.009 -4.126 1.563 0.0 0.0 0.0
H 1.235 -3.099 1.185 0.0 0.0 0.0
H 1.747 -4.775 1.040 0.0 0.0 0.0
H 0.793 -4.011 -0.241 0.0 0.0 0.0
H 3.712 -2.669 -3.144 0.0 0.0 0.0
H 5.541 -1.306 -1.100 0.0 0.0 0.0
H 6.066 -1.788 -2.707 0.0 0.0 0.0
H 5.522 -3.009 -1.558 0.0 0.0 0.0
H 4.125 0.324 -2.620 0.0 0.0 0.0
H 2.782 -0.310 -3.549 0.0 0.0 0.0
H 4.438 -0.547 -4.121 0.0 0.0 0.0
H -1.793 1.575 1.357 0.0 0.0 0.0
H -3.446 0.713 3.774 0.0 0.0 0.1
H -3.295 -0.134 2.228 0.0 0.0 0.0
H -4.052 1.448 2.290 0.0 0.0 0.0
H -1.988 2.951 4.083 0.0 0.0 0.0
H -2.647 3.533 2.558 0.0 0.0 0.0
H -0.898 3.431 2.789 0.0 0.0 0.0
N 3.716 4.236 2.734 -0.2 0.0 0.1
N 3.966 4.342 1.367 0.0 0.0 -0.1
C 5.047 3.893 0.709 0.2 -0.3 0.1
N 6.022 3.326 1.465 -0.1 0.1 -0.3
S 5.143 4.030 -0.968 0.0 0.1 0.1
H 4.360 4.814 3.262 0.1 0.0 -0.1
H 3.800 3.265 3.044 0.0 0.0 0.1
H 3.221 4.707 0.802 0.0 0.1 0.0
H 5.724 2.774 2.274 0.0 0.0 0.0
H 6.717 2.872 0.893 0.0 0.0 0.1
Se 4.525 0.820 3.411 0.4 0.1 0.4



No. 3
34
Properties=species:S:1:pos:R:3:forces:R:3 method="wB97M-V/def2-TZVPD" energy_ev=-170922.58339 total_charge=+2 orbital_gap_ev="3.23 / 3.23" homo_ev="-13.5 / -13.5"
Mo 0.397 0.685 -1.645 -0.1 -0.2 -0.1
O -0.542 -2.860 2.573 0.0 0.0 0.0
C -0.691 -3.526 1.425 0.0 0.0 0.1
C -0.949 -4.895 1.521 0.0 0.0 -0.1
C -1.121 -5.643 0.381 0.0 0.0 0.0
C -1.041 -5.062 -0.894 0.0 0.0 0.0
C -0.785 -3.723 -1.003 0.0 0.0 -0.1
C -0.603 -2.927 0.149 0.0 0.1 0.2
C -0.332 -1.528 0.027 0.0 -0.1 -0.2
O -0.185 -1.024 -1.251 0.0 0.0 0.0
N -0.186 -0.681 0.985 0.1 0.0 0.0
N 0.078 0.587 0.487 -0.1 0.0 0.3
C -0.033 1.548 1.345 0.0 0.0 -0.2
C 0.102 2.942 1.018 0.0 0.2 0.0
C 0.034 3.903 2.033 0.0 0.0 -0.1
C 0.137 5.248 1.722 0.0 0.0 0.2
C 0.300 5.653 0.406 0.0 0.1 -0.2
C 0.370 4.726 -0.632 0.0 0.1 0.4
C 0.266 3.395 -0.296 0.0 -0.2 -0.3
O 0.342 2.460 -1.306 0.0 0.0 0.2
H -0.395 -1.913 2.417 0.0 0.0 0.0
H -1.014 -5.336 2.505 0.0 0.0 0.0
H -1.321 -6.703 0.473 0.0 0.0 0.0
H -1.184 -5.668 -1.777 0.0 0.0 0.0
H -0.727 -3.255 -1.976 0.0 0.0 0.0
H -0.272 1.277 2.369 0.0 0.0 0.0
H -0.101 3.587 3.059 0.0 0.0 0.0
H 0.084 5.986 2.510 0.0 0.0 0.0
H 0.369 6.707 0.173 0.0 0.0 0.0
H 0.488 5.031 -1.661 0.0 0.0 0.0
Se -0.056 0.478 -4.142 0.0 0.0 0.1
Te 1.918 0.138 -5.533 0.5 0.0 0.5
Te 3.889 0.074 -3.847 -0.4 0.0 -0.5
Se 2.765 0.321 -1.615 0.0 0.0 0.0



No. 4
64
Properties=species:S:1:pos:R:3:forces:R:3 method="wB97M-V/def2-TZVPD" energy_ev=-84241.95472 multiplicity=6 total_charge=+2 orbital_gap_ev="5.98 / 6.10" homo_ev="-13.7 / -13.7"
C -2.717 0.074 -1.058 0.7 -0.3 0.2
I -3.071 -1.970 -0.540 0.0 0.0 0.2
H -3.457 0.417 -1.801 0.6 -0.1 0.5
H -1.688 -0.057 -1.446 -0.7 0.8 -0.2
H -2.689 0.640 -0.111 -0.3 -0.1 -0.7
Dy 1.012 0.071 0.266 -1.2 -1.1 -0.3
P 0.721 -0.766 -2.595 1.2 -0.7 -1.4
C 2.015 0.139 -3.553 -0.1 0.4 0.4
C 1.469 -2.452 -2.635 -0.2 0.0 0.6
H 1.547 -2.806 -3.674 0.0 0.2 0.4
H -0.113 -1.554 -4.744 -0.1 0.3 0.4
H 0.817 -3.125 -2.064 0.2 -0.1 -0.2
H -1.403 -1.527 -3.482 0.2 0.1 -0.3
H 2.898 0.306 -2.920 -0.2 -0.1 -0.3
H 2.461 -2.424 -2.165 -0.2 -0.1 -0.2
C -0.542 -0.985 -3.900 -0.6 0.3 0.4
H 2.299 -0.417 -4.463 -0.2 0.2 0.4
H -0.866 0.010 -4.244 0.0 -0.4 0.0
H 1.598 1.115 -3.836 0.2 -0.2 -0.1
P -0.806 0.797 2.489 -1.3 -0.1 2.9
C -0.511 2.183 3.667 0.6 0.6 -0.5
C -2.646 0.772 2.636 -0.3 0.0 -0.8
H -0.509 -1.494 3.125 0.0 -0.2 0.4
H -1.177 -0.578 4.513 0.2 0.2 -0.4
H 0.561 -0.434 4.091 -0.2 0.0 -0.1
C -0.452 -0.554 3.687 0.5 -0.6 -0.6
H -3.073 -0.077 2.085 0.0 0.1 0.2
H -2.944 0.714 3.698 0.3 0.0 -0.5
H -1.250 2.229 4.489 0.3 -0.3 -0.6
H -0.554 3.113 3.088 0.0 0.1 0.4
H -3.061 1.691 2.204 0.0 -0.1 0.1
H 0.496 2.081 4.100 -0.3 0.1 -0.2
C 0.662 2.439 0.625 0.5 5.7 0.1
O 0.687 3.587 0.763 -0.3 -4.6 -0.3
O 3.097 0.145 -0.378 0.0 0.0 1.2
C 3.469 0.213 0.867 2.0 1.0 0.8
N 4.692 0.475 1.367 -1.2 -1.0 -1.6
C 4.668 0.259 2.810 0.8 0.0 0.9
C 3.196 0.477 3.081 -0.6 1.3 2.0
O 2.700 0.913 4.116 0.5 -1.3 -2.3
N 2.537 0.180 1.879 -0.9 -0.1 -1.0
C 4.948 -1.216 3.141 0.4 -0.1 -0.5
C 4.201 -1.917 4.086 0.1 0.0 -0.4
C 4.399 -3.299 4.196 -0.4 0.2 0.4
C 5.318 -3.980 3.402 0.1 -0.1 0.1
C 6.088 -3.265 2.488 0.0 0.5 0.1
C 5.919 -1.875 2.374 0.0 -0.9 0.1
C 5.578 1.282 3.442 -0.5 0.1 0.3
C 6.698 0.909 4.176 -0.2 0.1 -0.1
C 7.551 1.916 4.633 -0.1 -0.2 0.1
C 7.259 3.257 4.387 0.1 -0.1 -0.1
C 6.107 3.615 3.692 -0.6 -0.4 -0.3
C 5.236 2.624 3.233 1.0 0.1 0.4
H 5.546 0.464 0.820 -0.2 0.0 0.0
H 3.460 -1.375 4.693 0.4 -0.5 -0.2
H 3.791 -3.837 4.922 0.2 0.0 -0.1
H 5.474 -5.060 3.531 -0.2 0.6 -0.1
H 6.832 -3.776 1.874 -0.2 0.2 0.2
H 6.573 -1.347 1.681 -0.3 0.0 0.1
H 6.845 -0.158 4.404 0.2 0.7 -0.2
H 8.438 1.630 5.190 -0.1 0.2 0.0
H 7.926 4.038 4.740 0.0 -0.2 0.0
H 5.856 4.651 3.490 0.2 0.0 0.2
H 4.302 2.889 2.743 0.2 0.0 -0.1